Density functional theory data (wB97M-V/def2-TZVPD) for one molecule with the formula C4H9N3S at a distorted geometry.

Element x y z (Å)
H1 3.2992 -0.0837 -0.8718
H2 -1.3763 -1.2747 -2.1325
H3 1.1527 -1.4573 1.4008
N1 1.5537 0.7123 -0.4877
C1 -1.7608 1.8125 0.2534
H4 -2.1472 2.8198 0.3864
H5 -0.3499 -0.6634 1.9770
H6 2.0061 -1.2321 -0.8895
H7 -0.3985 -2.4125 1.4196
C2 0.3211 0.4766 -0.3107
H8 -2.3146 0.9796 0.5956
N2 2.3945 -0.3567 -0.5239
C3 0.0596 -1.3790 1.2582
H9 -0.1028 2.5487 -0.7640
S1 -1.6327 -1.2845 -0.8273
N3 -0.1285 -0.8831 -0.1686
C4 -0.5754 1.6774 -0.3151

Force components x, y, z for each atom (eV/Å):
H -0.143 -0.131 -0.146
H 0.519 -0.083 -0.242
H -0.507 0.054 0.105
N 0.541 -0.080 -0.252
C 0.327 0.779 -0.186
H -0.310 -0.282 -0.262
H -0.064 -0.153 -0.067
H 0.092 0.486 0.133
H 0.517 1.491 -0.492
C -1.269 0.141 -0.494
H -0.492 -0.561 0.587
N 0.316 -0.268 0.243
C 0.146 -0.886 -0.838
H 0.147 -0.112 0.299
S -1.151 -0.225 0.366
N 0.419 0.143 1.132
C 0.910 -0.313 0.114

Results
M (g/mol): 131.204
HOMO (eV): -8.2
SMILES: C=C/C(=N/N)N(C)S
ΔE to the lowest compared entry with this formula, charge and spin (kcal per mole): 64.6
Gap between HOMO and LUMO (eV): 8.97
Net charge: 0
Max |F| (eV/Å): 1.65

Density functional theory data (wB97M-V/def2-TZVPD) for one molecule with the formula C5H12O at a distorted geometry.

Element x y z (Å)
C1 0.3438 0.9868 -1.6634
H1 -1.0004 -1.5239 -1.5556
C2 0.8488 0.1452 0.7839
H2 1.5305 1.0225 0.7561
H3 0.2749 0.0107 2.9806
H4 -0.8230 -0.8101 1.8452
H5 1.5081 -0.7191 0.9760
H6 -1.8373 0.9880 1.3013
H7 0.6682 1.9639 -1.2890
C3 0.0142 0.0058 -0.5175
C4 -0.0573 -1.4438 -1.0186
H8 -0.5887 1.1203 -2.2111
H9 -1.1888 0.2560 -0.1967
C5 -0.2440 0.1070 2.0150
H10 1.0932 0.6654 -2.4064
O1 -1.2051 1.1506 2.0742
H11 0.7330 -1.7889 -1.7039
H12 -0.0704 -2.1364 -0.1702

Force components x, y, z for each atom (eV/Å):
C -0.283 0.062 0.137
H -0.023 -0.417 -0.146
C -1.386 0.194 1.028
H -0.780 -0.226 0.292
H -0.270 0.377 -0.293
H 0.442 -0.242 0.112
H -0.312 0.129 -0.291
H 1.327 0.512 1.683
H -0.183 -0.137 0.017
C -1.730 0.324 0.539
C -0.333 -0.023 0.068
H 0.095 0.235 -0.251
H 3.216 -0.511 -0.940
C 1.100 -0.378 -1.161
H -0.113 -0.272 0.562
O -0.633 -0.173 -1.519
H 0.026 0.515 0.303
H -0.158 0.032 -0.140

Results
M (g/mol): 88.150
HOMO (eV): -10.0
SMILES: CC(C)CCO
ΔE to the lowest compared entry with this formula, charge and spin (kcal per mole): 31.2
Gap between HOMO and LUMO (eV): 10.98
Net charge: 0
Max |F| (eV/Å): 3.39

Density functional theory data (wB97M-V/def2-TZVPD) for a 3-piece molecular cluster, C5H18N2O3 overall at a distorted geometry.

Element x y z (Å)
H1 3.1438 -2.6842 0.5372
N1 2.1323 0.4575 -1.1126
H2 -2.6760 0.2353 0.0657
C1 0.6578 0.4741 -1.3595
O1 -2.4298 1.0173 2.4489
H3 0.5122 0.5378 -2.4331
H4 2.4957 -0.4188 -0.7122
C2 2.8941 1.3687 -1.5454
H5 0.5360 2.1410 -0.0444
C3 -0.1420 1.3475 -0.3796
H6 -1.5472 -0.8896 -0.2918
O2 -1.7738 -2.8372 -0.5166
H7 0.0206 0.0782 1.3604
H8 2.4519 -3.5487 -0.5954
H9 -0.8736 1.9339 -0.9411
C4 -1.2860 1.6569 1.8997
H10 -2.4165 -2.7241 -1.2405
N2 -1.8558 -0.2386 0.4418
O3 2.5146 -2.6804 -0.1876
H11 -2.4451 1.1706 3.4019
H12 -1.5953 2.6179 1.4923
H13 -0.5123 1.8676 2.6352
C5 -0.7343 0.6670 0.8413
H14 -2.1504 -0.8574 1.1991
H15 0.3603 -0.5489 -1.1483
H16 3.9394 1.3583 -1.2996
H17 2.6445 2.3038 -2.0214
H18 -1.8650 -3.8056 -0.4944

Force components x, y, z for each atom (eV/Å):
H 0.129 -0.620 -0.014
N -1.080 0.033 -0.732
H -0.118 0.359 0.341
C -0.061 -1.626 0.728
O 0.477 0.090 0.564
H -0.198 0.841 0.008
H 0.194 0.192 0.053
C 1.353 0.554 0.937
H -0.107 -0.074 0.298
C 0.757 1.277 -0.731
H 0.026 -0.117 0.223
O -0.918 -0.569 -0.973
H -0.124 -0.481 -0.250
H 0.312 -0.107 0.221
H -0.337 -0.283 0.080
C -0.445 -0.117 -0.179
H 0.155 0.490 0.078
N 0.545 -0.851 -0.842
O -0.431 1.134 -0.201
H -0.250 -0.018 -0.065
H 0.068 0.053 -0.432
H 0.049 -0.130 0.096
C -0.086 0.796 0.348
H -0.173 0.286 0.235
H 0.148 -0.420 -0.125
H 0.531 -0.647 -0.050
H -1.077 -0.112 -0.320
H 0.659 0.065 0.703

Results
M (g/mol): 154.210
HOMO (eV): -17.6
ΔE to the lowest compared entry with this formula, charge and spin (kcal per mole): 0.0
Gap between HOMO and LUMO (eV): 9.74
Net charge: +2
Max |F| (eV/Å): 1.78

Number 1 is which compound?
C4H9N3S

Copy entry 3 word for word.
Density functional theory data (wB97M-V/def2-TZVPD) for a 3-piece molecular cluster, C5H18N2O3 overall at a distorted geometry.

Element x y z (Å)
H1 3.1438 -2.6842 0.5372
N1 2.1323 0.4575 -1.1126
H2 -2.6760 0.2353 0.0657
C1 0.6578 0.4741 -1.3595
O1 -2.4298 1.0173 2.4489
H3 0.5122 0.5378 -2.4331
H4 2.4957 -0.4188 -0.7122
C2 2.8941 1.3687 -1.5454
H5 0.5360 2.1410 -0.0444
C3 -0.1420 1.3475 -0.3796
H6 -1.5472 -0.8896 -0.2918
O2 -1.7738 -2.8372 -0.5166
H7 0.0206 0.0782 1.3604
H8 2.4519 -3.5487 -0.5954
H9 -0.8736 1.9339 -0.9411
C4 -1.2860 1.6569 1.8997
H10 -2.4165 -2.7241 -1.2405
N2 -1.8558 -0.2386 0.4418
O3 2.5146 -2.6804 -0.1876
H11 -2.4451 1.1706 3.4019
H12 -1.5953 2.6179 1.4923
H13 -0.5123 1.8676 2.6352
C5 -0.7343 0.6670 0.8413
H14 -2.1504 -0.8574 1.1991
H15 0.3603 -0.5489 -1.1483
H16 3.9394 1.3583 -1.2996
H17 2.6445 2.3038 -2.0214
H18 -1.8650 -3.8056 -0.4944

Force components x, y, z for each atom (eV/Å):
H 0.129 -0.620 -0.014
N -1.080 0.033 -0.732
H -0.118 0.359 0.341
C -0.061 -1.626 0.728
O 0.477 0.090 0.564
H -0.198 0.841 0.008
H 0.194 0.192 0.053
C 1.353 0.554 0.937
H -0.107 -0.074 0.298
C 0.757 1.277 -0.731
H 0.026 -0.117 0.223
O -0.918 -0.569 -0.973
H -0.124 -0.481 -0.250
H 0.312 -0.107 0.221
H -0.337 -0.283 0.080
C -0.445 -0.117 -0.179
H 0.155 0.490 0.078
N 0.545 -0.851 -0.842
O -0.431 1.134 -0.201
H -0.250 -0.018 -0.065
H 0.068 0.053 -0.432
H 0.049 -0.130 0.096
C -0.086 0.796 0.348
H -0.173 0.286 0.235
H 0.148 -0.420 -0.125
H 0.531 -0.647 -0.050
H -1.077 -0.112 -0.320
H 0.659 0.065 0.703

Results
M (g/mol): 154.210
HOMO (eV): -17.6
ΔE to the lowest compared entry with this formula, charge and spin (kcal per mole): 0.0
Gap between HOMO and LUMO (eV): 9.74
Net charge: +2
Max |F| (eV/Å): 1.78